[1]
Molecular formula: C5H8O2
Method: DFT, ωB97M-V/def2-TZVPD

Element x y z (Å)
O 0.299 -0.895 -2.245
O 0.342 -1.850 0.697
C 1.012 -0.406 -1.159
C 0.820 0.779 1.258
C -0.382 0.577 0.796
C -1.825 1.101 0.564
C 0.387 -0.581 0.211
H -2.407 0.255 0.499
H -2.155 1.897 1.193
H 0.531 -1.801 1.651
H 1.500 1.399 1.862
H 0.385 -1.854 -2.385
H 2.020 -0.945 -1.201
H 1.169 0.803 -1.317
H -1.695 1.521 -0.425

As for the HOMO-LUMO gap: 9.45 eV. The relative energy (zero: lowest compared OMol25 entry of this formula, charge and spin) is 97.2 kcal/mol. As for the charge: 0. As for the total energy: -345.65014 Eh. For the HOMO energy, the calculation gives -8.620 eV. The spin multiplicity is 1. The LUMO energy is 0.83 eV. As for the maximum force: 4.8 eV/A.

***

[2]
Molecular formula: C3H10N2O
Method: DFT, ωB97M-V/def2-TZVPD

Element x y z (Å)
O -0.235 -0.175 -0.906
N 1.044 1.171 1.499
N 2.001 -0.539 0.362
C 1.538 0.712 0.323
C -2.569 -0.714 -0.152
C -1.525 -0.350 -1.237
H 1.953 1.521 -0.459
H -1.257 -1.396 -1.520
H -3.290 0.047 -0.340
H 1.056 2.236 1.609
H -2.110 -0.701 0.889
H 2.497 -0.829 -0.478
H -1.864 0.510 -1.846
H -3.097 -1.679 -0.261
H 0.327 0.709 2.079
H 1.688 -1.338 0.949

As for the HOMO-LUMO gap (spin up / spin down): 10.29 / 8.65 eV. The relative energy (zero: lowest compared OMol25 entry of this formula, charge and spin) is 66.8 kcal/mol. As for the charge: +1. As for the total energy: -304.67874 Eh. For the HOMO energy (spin up / spin down), the calculation gives -14.125 / -14.050 eV. The expectation value of S² is 0.754. The spin multiplicity is 2. The LUMO energy (spin up / spin down) is -3.83 / -5.40 eV. As for the maximum force: 3.3 eV/A.

***

[3]
Molecular formula: C5H5NO2
Method: DFT, ωB97M-V/def2-TZVPD

Element x y z (Å)
O 0.771 0.696 -0.283
O -1.987 -1.530 -0.302
N 0.936 -1.487 0.065
C -2.098 0.805 0.132
C 2.050 0.436 -0.129
C 2.163 -0.815 0.042
C -1.360 -0.513 -0.127
C 0.181 -0.475 -0.056
H 3.042 -1.641 0.349
H -1.895 1.143 1.188
H -2.915 0.472 0.222
H 2.842 1.275 -0.427
H -1.732 1.634 -0.675

As for the HOMO-LUMO gap: 10.46 eV. The relative energy (zero: lowest compared OMol25 entry of this formula, charge and spin) is 86.5 kcal/mol. As for the charge: 0. As for the total energy: -398.64069 Eh. For the HOMO energy, the calculation gives -10.101 eV. The spin multiplicity is 1. The LUMO energy is 0.36 eV. As for the maximum force: 13.8 eV/A.

***

[4]
Molecular formula: C5H10O
Method: DFT, ωB97M-V/def2-TZVPD

Element x y z (Å)
O -0.191 1.820 0.303
C -0.606 0.957 -0.451
C 2.140 -0.016 -0.352
C -2.122 0.010 0.469
C -0.411 -0.454 -0.219
C 0.988 -0.741 0.415
H -2.089 -0.197 1.530
H 1.939 1.056 -0.406
H 0.994 -0.333 1.422
H -0.687 -1.186 -0.984
H -2.547 1.042 0.400
H 1.237 -1.811 0.461
H -1.199 1.129 -1.364
H 2.317 -0.389 -1.371
H 3.090 -0.134 0.191
H -2.798 -0.610 -0.114

As for the HOMO-LUMO gap: 9.99 eV. The relative energy (zero: lowest compared OMol25 entry of this formula, charge and spin) is 65.4 kcal/mol. As for the charge: 0. As for the total energy: -271.64833 Eh. For the HOMO energy, the calculation gives -9.057 eV. The spin multiplicity is 1. The LUMO energy is 0.93 eV. As for the maximum force: 1.3 eV/A.

***

[5]
Molecular formula: C3H15N4O8
Method: DFT, ωB97M-V/def2-TZVPD

Element x y z (Å)
O 22.277 -5.611 -11.012
O 24.094 -9.085 -9.859
O 22.738 -3.209 -11.784
O 20.229 -6.274 -10.553
O 18.394 -4.168 -11.568
O 24.073 -5.007 -9.826
O 20.609 -4.146 -11.038
O 18.018 -6.845 -12.308
N 22.540 -2.847 -13.899
N 22.100 -4.768 -13.205
N 23.391 -7.302 -10.915
N 22.010 -8.449 -9.747
C 23.187 -8.377 -10.286
C 21.010 -5.363 -10.888
C 22.386 -3.601 -12.880
H 21.506 -3.886 -11.261
H 23.298 -5.041 -10.388
H 21.847 -9.244 -9.146
H 17.494 -6.454 -11.608
H 22.716 -1.868 -13.728
H 23.729 -5.098 -8.938
H 21.265 -7.817 -10.006
H 22.593 -6.741 -11.179
H 22.082 -3.134 -14.752
H 21.878 -4.893 -14.182
H 18.365 -4.668 -12.384
H 18.924 -6.720 -12.027
H 24.253 -6.960 -11.315
H 19.247 -3.732 -11.585
H 22.027 -5.483 -12.495

As for the HOMO-LUMO gap: 7.46 eV. As for the charge: -1. As for the total energy: -944.23351 Eh. For the HOMO energy, the calculation gives -4.811 eV. The spin multiplicity is 1. The LUMO energy is 2.65 eV. As for the maximum force: 9.1 eV/A.